17
Properties=species:S:1:pos:R:3 method="wB97M-V/def2-TZVPD" e_lumo_ev=-3.900 e_homo_ev=-14.735 orbital_gap_ev=10.84 e_above_lowest_ev=2.305 energy_ev=-7864.043 total_charge=+1 spin_multiplicity=1
C -0.39 -1.72 0.01
C -0.09 -0.38 -0.28
C -1.91 -1.64 0.13
C -1.22 -0.96 -1.05
C 0.36 1.97 -0.53
C 1.66 0.64 0.99
N 0.64 0.64 -0.04
H 0.16 -2.63 -0.21
H -2.46 -2.46 -0.20
H -2.28 -1.19 0.99
H -1.16 -1.31 -2.07
H -0.03 2.55 0.43
H 1.32 2.42 -0.81
H -0.51 2.01 -1.32
H 1.48 -0.10 1.87
H 2.62 0.48 0.68
H 1.82 1.67 1.41